A cluster of 13 separate species, C18H63NO13 in total in a non-equilibrium geometry. Source: the Open Molecules 2025 dataset; level of theory: wB97M-V/def2-TZVPD.

As for the HOMO energy: -0.3331 Eh. The frontier orbital gap is 9.48 eV.

CARTESIAN COORDINATES (ANGSTROEM)
1 O 4.068786 -0.128110 2.281218
2 O -0.016790 3.236225 1.902534
3 O -2.419279 -2.150880 3.460906
4 O -2.837071 3.362764 1.066211
5 O -0.798417 -3.416776 -0.317795
6 O 4.539517 2.847788 0.671394
7 O 2.907173 -2.251118 1.122442
8 O 6.457580 0.066848 1.058769
9 O 4.898807 -4.244884 -3.991213
10 O -2.893886 0.495149 2.097304
11 O -0.909012 -0.634050 -0.803803
12 O 1.699254 2.153556 3.724395
13 O -5.964561 2.877618 -3.274952
14 N 1.960684 1.627835 0.110902
15 C -0.206396 -2.836100 4.238640
16 C -4.073649 3.949493 1.329841
17 C 4.145486 -3.330053 -3.321069
18 C 6.756724 -0.060719 -0.326905
19 C -1.974857 0.231168 -1.024208
20 C -1.378391 -4.486721 -2.455577
21 C 0.042005 -0.039015 0.053574
22 C 5.480482 -0.566453 -1.023037
23 C -4.767843 -0.818342 1.037866
24 C -3.650360 2.697228 -3.737630
25 C -3.782937 5.445353 1.268859
26 C 2.838903 -3.990605 -2.764173
27 C -4.253574 0.298957 1.949060
28 C 1.920586 0.093716 -1.771908
29 C -4.724406 3.288874 -2.817802
30 C 1.056886 0.839058 -0.714678
31 C -1.861054 -3.839069 -1.139145
32 C -1.026405 -1.836566 3.464362
33 H 5.699599 -4.404969 -3.486546
34 H 0.999449 2.497485 3.169216
35 H 4.902419 -0.069952 1.814418
36 H 5.258634 -1.569110 -0.657580
37 H -2.146341 -4.479175 -3.229074
38 H 4.659023 -2.822609 -2.504432
39 H 3.950456 0.738543 2.669993
40 H 1.527017 2.208166 0.814646
41 H 4.999024 2.108675 0.272902
42 H -4.237321 -1.768907 1.093260
43 H -2.679125 -0.425770 2.262788
44 H 7.202495 0.511055 1.470339
45 H -5.793551 -0.985751 1.366498
46 H -4.630807 4.372329 -2.891742
47 H -0.488100 0.495753 0.841685
48 H -4.637190 5.907868 1.763245
49 H 5.579976 -0.638135 -2.106107
50 H -1.773287 0.958670 -1.810458
51 H 1.241957 -0.484640 -2.398860
52 H 0.528017 -0.879463 0.549092
53 H -0.627178 -2.968655 5.235373
54 H 7.647649 -0.688562 -0.340154
55 H 3.990362 -2.426016 -3.909935
56 H 2.929804 -4.773214 -2.010938
57 H 1.979249 -2.050859 0.999637
58 H -0.566646 -2.532812 -0.611886
59 H 2.582343 1.070771 0.679527
60 H -5.931848 2.903167 -4.234051
61 H -1.091102 -5.537645 -2.421935
62 H -2.879679 2.403765 1.056412
63 H -0.025187 4.156260 1.638523
64 H -2.942580 5.697000 1.915839
65 H -4.529280 3.701953 2.288612
66 H 3.754349 2.959426 0.135403
67 H -0.587190 -1.832255 2.466784
68 H 6.987369 0.904149 -0.778491
69 H 0.511056 1.665531 -1.169782
70 H -2.508448 -4.536318 -0.607330
71 H -0.653370 -3.794831 -2.884220
72 H -0.928967 3.039362 2.115623
73 H -3.645081 3.150941 -4.728706
74 H -2.346001 -3.070839 3.196494
75 H 2.440276 0.809378 -2.408976
76 H 2.060712 2.925156 4.160537
77 H -4.805911 2.886662 -1.808011
78 H -4.554405 0.017479 2.958207
79 H -4.816416 1.207097 1.733223
80 H 2.687183 -0.484191 -1.255714
81 H 3.258614 -1.488232 1.581500
82 H -4.906834 -0.413638 0.035374
83 H 1.999200 -4.277623 -3.397123
84 H -2.657939 2.950780 -3.364953
85 H -4.941324 3.773455 0.694031
86 H -2.342174 0.729404 -0.127021
87 H 4.666855 0.141191 -0.863822
88 H -0.126852 -3.864376 3.885913
89 H 0.827875 -2.525697 4.387066
90 H -3.701561 5.708910 0.214343
91 H -2.443424 -2.941541 -1.347427
92 H -0.796280 -0.825443 3.800183
93 H -3.781864 1.619085 -3.829437
94 H 2.322495 -3.289898 -2.108095
95 H -2.904183 -0.250507 -1.328262

Forces on the atoms, in the same order (eV/Å):
O -0.5348 0.0066 0.3409
O 0.2526 -0.0888 0.0318
O 0.7607 0.3051 -0.2135
O 0.2422 -0.8410 -0.4054
O 0.3417 -0.7027 0.5346
O 0.5402 0.3623 0.4100
O -0.1908 -0.7737 -0.5392
O -0.0255 0.4868 0.1277
O 1.6324 -1.0720 -0.9336
O 1.0786 0.1847 -1.0929
O -0.2851 -0.2092 0.0143
O 0.5527 -0.5480 0.4319
O -1.7345 -0.2153 -1.0219
N 0.8203 -0.1377 0.7879
C 0.2057 -0.4423 1.4660
C -0.5234 1.6128 0.7683
C -2.2636 0.7305 1.5973
C -0.5985 0.0169 -0.4658
C -1.5601 0.7336 -0.6529
C -0.6979 0.8051 -0.2948
C 0.9085 -0.2880 -0.0764
C 1.0100 -0.3698 0.1230
C -0.4828 0.9766 -0.1928
C 0.5004 0.1576 0.8758
C -1.1101 -0.6081 0.7120
C -0.6222 1.2997 0.9846
C -2.3849 -0.6712 1.4535
C -1.0571 0.6186 0.6065
C 0.5552 -0.3963 -0.7275
C 0.3841 0.9025 0.0072
C -0.0928 -0.2352 -0.7729
C 1.5667 0.0234 -0.4524
H 0.0098 -0.1928 -0.1636
H -0.3204 0.3074 -0.4137
H 0.6925 -0.0005 -0.2905
H -0.4643 0.1658 0.1415
H -0.5670 0.0861 0.1890
H 0.2934 -0.7060 0.5934
H -0.3449 0.3004 0.2036
H -0.7070 0.1071 -0.2197
H 0.0984 -0.2279 -0.0416
H 0.2026 0.2112 -0.1455
H 1.2493 -0.3253 0.3728
H -0.0259 0.0232 0.2776
H -0.0533 -0.2450 0.1359
H 0.0070 0.2537 0.6559
H 0.1603 0.4046 0.0128
H -0.1636 0.5173 -0.4614
H 0.3561 0.0571 -0.0269
H 0.2524 0.2352 0.0517
H 0.3432 -0.4216 0.0132
H 0.3442 0.0188 0.0169
H -0.0539 0.2510 0.2471
H -0.1752 -0.3172 -0.8443
H -0.7974 -0.2607 -0.7780
H 0.9298 -0.4656 -0.4447
H -0.1525 -0.1504 -0.0369
H -0.0650 0.2836 -0.0433
H 0.3095 -0.5826 -0.0965
H -0.3468 0.0000 -0.1605
H 0.5997 0.2813 0.4408
H -0.1182 -0.3814 0.1017
H -0.0200 0.2564 -0.1152
H 0.3066 -0.0153 -0.4889
H 0.6649 -0.2725 0.6311
H -0.5250 -0.1931 -0.2406
H -0.4665 -0.0932 -0.6153
H 0.3006 0.2403 0.1660
H -0.5754 -0.4360 -0.6464
H 0.1378 0.0228 0.3037
H 0.6270 -0.4805 0.0807
H -0.6141 -0.0163 -0.0981
H -0.5179 0.0502 -0.1032
H -0.8325 -0.3399 -0.1349
H -0.1006 0.1469 0.0707
H 0.1118 0.1296 0.1270
H 1.2329 0.4635 0.3005
H -0.6735 0.0212 0.2132
H 0.4164 0.2996 -0.2216
H -0.2952 -0.4498 -0.1097
H 0.2345 0.6050 0.4748
H 0.4835 -0.5085 -0.3446
H 0.6565 -0.1500 -0.8515
H 0.1553 -0.3288 0.2094
H 0.4614 -0.5918 -1.0522
H 0.6837 0.2049 0.2261
H -0.0193 -0.1862 0.3432
H -0.3396 0.1032 -0.7971
H -0.0248 0.3051 -0.1783
H 0.3103 0.4951 0.3048
H -0.3791 -0.0792 -0.3492
H -0.7117 0.0163 0.5203
H 0.1808 0.0049 0.0170
H 0.0989 0.7876 -0.0003
H 0.3517 -0.8617 -0.3598

Results of the Mulliken charge analysis, in e, for atoms 1 through 4: atom 1 (O): -0.759, atom 2 (O): -0.562, atom 3 (O): -0.537, atom 4 (O): -0.463


A structure of composition C18H64N4O14Y in a non-equilibrium geometry. Source: the Open Molecules 2025 dataset; level of theory: wB97M-V/def2-TZVPD.

As for the HOMO energy: -0.3445 Eh. As for the total charge: +1. The frontier orbital gap is 4.08 eV.

CARTESIAN COORDINATES (ANGSTROEM)
1 Y -3.020080 5.043570 16.474750
2 O -8.025590 5.022840 18.054070
3 O -7.105520 8.896760 13.901290
4 O -7.331430 3.329610 18.984440
5 O -7.162290 6.128300 15.417670
6 O -4.410790 3.876690 17.062250
7 O -4.699140 2.598860 18.425510
8 O -3.728170 8.410660 16.157480
9 O -6.085990 9.734170 19.750770
10 O -2.704360 7.540830 18.765790
11 O -5.674940 0.586450 14.469930
12 O -3.425820 6.759640 17.142820
13 O -1.605290 7.912540 17.066970
14 O -5.598190 5.575460 20.744640
15 O -2.746770 4.634350 18.121120
16 N -6.266380 3.565030 16.796100
17 N -5.349100 1.880510 21.441740
18 N -5.215320 9.166840 17.068120
19 N -3.964240 6.753870 20.402690
20 C -5.157810 4.209110 20.802000
21 C -5.479730 8.439130 19.437570
22 C -4.784060 6.420250 17.460180
23 C -7.457500 9.768560 19.328750
24 C -5.257860 4.918320 17.629190
25 C -6.491210 3.479690 22.945210
26 C -3.552200 9.013420 20.966430
27 C -6.104250 2.159320 16.368950
28 C -6.900610 9.177170 12.593480
29 C -7.450080 8.753720 16.832720
30 C -6.146580 8.663450 16.146510
31 C -6.027270 3.147170 21.431140
32 C -6.072150 9.373000 14.767210
33 C -4.676570 7.981150 20.629180
34 C -5.441530 0.375630 13.099570
35 C -6.770220 5.753450 20.011780
36 C -7.345120 1.437100 16.884090
37 C -5.812910 1.957420 14.825120
38 H -4.820040 3.939860 19.801240
39 H -2.858590 8.565320 16.526440
40 H -5.623730 3.377170 23.597190
41 H -4.319830 8.793380 16.787540
42 H -8.256130 1.962460 16.597460
43 H -3.160610 6.975490 18.142530
44 H -5.331800 8.662230 17.935250
45 H -6.186270 7.639580 19.214840
46 H -6.247610 4.861310 17.176170
47 H -6.625160 3.509490 17.738600
48 H -3.995790 10.009040 20.958890
49 H -3.120860 3.830420 18.481640
50 H -8.559630 5.808990 18.168130
51 H -5.326080 7.856110 21.495540
52 H -1.444040 6.979180 16.928840
53 H -7.591580 9.725450 17.305810
54 H -7.685280 9.367850 18.340990
55 H -5.058210 9.291830 14.375500
56 H -3.245040 7.513240 19.555180
57 H -6.971630 4.433580 23.162910
58 H -6.256720 10.434260 14.933800
59 H -8.225900 8.670520 16.071620
60 H -4.740300 3.408240 17.916150
61 H -6.930390 2.961690 20.849700
62 H -8.037150 9.188880 20.047120
63 H -3.173660 8.971760 21.987740
64 H -7.666380 8.580280 12.098080
65 H -7.570430 4.156180 18.565040
66 H -4.936090 2.480410 14.443330
67 H -5.899410 8.934840 12.237140
68 H -4.583910 5.968510 20.263660
69 H -5.169200 6.977970 18.313840
70 H -3.983780 7.552910 16.496840
71 H -4.857060 8.582610 18.554510
72 H -5.438770 1.513210 20.505180
73 H -5.375540 6.908750 16.685830
74 H -7.207600 6.743150 20.143300
75 H -7.640150 7.902720 17.486760
76 H -7.025450 10.233850 12.356960
77 H -2.718530 9.017250 20.264230
78 H -5.256070 1.653210 16.829960
79 H -6.565170 2.339130 14.134810
80 H -6.393390 3.410470 19.156960
81 H -7.833710 10.790990 19.363670
82 H -6.013800 7.586170 16.046820
83 H -4.246290 4.150040 21.396780
84 H -6.137560 0.983860 12.521910
85 H -4.002670 2.752260 19.063980
86 H -2.229100 7.943540 17.792320
87 H -6.444980 6.099180 16.050800
88 H -2.108030 4.916470 18.775840
89 H -7.484320 5.000420 20.345100
90 H -7.408810 5.250550 17.358400
91 H -5.871800 1.233560 22.014750
92 H -7.297270 0.458330 16.406780
93 H -7.620890 5.296510 15.536150
94 H -4.477750 0.636310 12.662220
95 H -3.495420 6.454110 21.245560
96 H -5.390220 4.738460 18.696080
97 H -6.534780 5.663630 18.951310
98 H -5.339250 3.926680 16.968550
99 H -5.621370 -0.651500 12.782140
100 H -7.212730 2.728070 23.265480
101 H -7.243850 1.156740 17.932550

Forces on the atoms, in the same order (eV/Å):
Y 2.4199 2.1573 -19.5097
O -4.8874 6.0906 -4.4589
O 0.9376 -0.6048 2.6113
O 1.3740 -5.1058 3.5565
O -0.5487 -0.1680 -0.2101
O 15.6090 7.7677 -7.0480
O 0.6863 -7.2140 7.6692
O 9.8799 -1.1655 -14.1316
O 0.1634 -1.9122 -0.9015
O 3.0638 3.0293 6.1502
O 0.6726 -0.2783 0.8349
O -4.6817 -8.7614 -3.0014
O 6.6944 0.9331 -5.8483
O -5.9343 -4.7918 3.3488
O 5.3026 -3.6622 15.5064
N -9.4930 -7.7679 -5.8965
N 1.1341 -0.3560 -0.2641
N -8.6128 5.1014 3.7059
N 3.5114 0.8323 1.1152
C 0.6751 -0.4126 1.0499
C -0.0035 1.3312 3.9618
C -1.4566 -1.9215 0.3889
C -0.5571 0.1407 1.9071
C 3.1531 11.7276 5.5173
C 0.7775 -0.4300 -1.1647
C -1.1369 1.3733 0.5422
C -1.2837 -0.8743 -1.4184
C -0.2970 0.2530 -1.6494
C -2.3996 -0.1183 -3.7574
C -0.2921 1.2446 -0.5117
C -2.8984 0.5095 2.1732
C -0.9914 -0.0374 0.8317
C 0.9872 1.2855 2.0523
C -0.7992 0.3232 -0.9908
C -1.1705 -0.0975 0.6805
C 0.8135 -1.7512 -1.1799
C -0.9790 -0.1341 -0.3836
H -0.3965 -0.1275 0.9399
H 1.4133 -0.0831 -1.0778
H 0.0974 0.0860 0.0353
H -2.6194 4.6151 3.5778
H -0.0231 -0.1379 0.3836
H 0.8736 0.2301 3.8368
H -4.6401 2.0363 -6.0102
H -0.4830 1.0681 -0.0935
H 1.2203 2.2900 -0.3819
H -1.1302 -1.7433 -1.3618
H -0.0283 0.1174 -0.2891
H -0.3422 -1.0383 0.6331
H -0.6197 0.3032 0.2445
H -0.3374 0.3665 0.1383
H 0.9837 0.5128 -0.0500
H 0.3888 -0.2869 -2.4560
H 0.5020 0.4331 3.5067
H -0.0955 -0.3216 -0.3815
H 0.2654 -0.7618 1.3107
H 0.2003 0.1852 -0.5528
H 0.1215 0.2736 0.2157
H -0.3944 -0.1928 -0.1126
H -0.1231 -3.1884 3.2397
H -0.0707 0.7979 0.4283
H -0.3191 -0.0498 0.4438
H 0.0217 -0.7138 0.0309
H 0.2269 0.2154 -0.6306
H -0.8653 -0.9853 1.7651
H 0.8255 0.4253 0.5255
H 0.2106 -0.4311 -0.0603
H 1.3807 1.5771 -1.2357
H 0.9048 -1.0326 0.0148
H 0.4837 1.9526 -2.7554
H 3.8465 -0.6702 6.5043
H 0.2025 -0.3605 -0.2415
H 0.5485 -0.8672 0.0787
H 0.1458 -0.1967 0.6611
H 0.1575 0.0744 0.3837
H -0.2642 0.3180 -0.0510
H -0.2385 0.0177 0.2625
H -0.0192 0.2740 -0.0651
H -0.7603 0.4331 0.3849
H -0.1673 -1.0860 0.9771
H 0.3283 0.1294 0.1615
H -0.4616 1.1961 -1.9541
H 0.2144 0.6267 0.2730
H -0.3606 0.1017 -0.1372
H -0.0295 -1.2814 1.1007
H 0.3926 1.4118 2.5157
H -0.2608 -0.2922 -0.6043
H 0.7616 1.1605 1.1335
H -0.0966 0.2864 -0.3574
H -1.2502 0.4203 -0.7507
H 0.0701 -0.0469 0.2841
H -0.5573 -0.1501 -0.3284
H -0.1688 -0.6932 -0.4549
H 0.6360 0.2355 0.7604
H 0.3310 0.5817 0.3410
H 1.0400 -0.0437 -1.0260
H -0.4827 0.5792 1.4588
H -10.2259 -5.5286 -6.8844
H -0.0957 -0.1138 0.6701
H 0.0362 -0.1742 -0.2075
H -0.3364 0.7309 0.0128

Results of the Mulliken charge analysis, in e, for atoms 1 through 4: atom 1 (Y): 1.339, atom 2 (O): -0.412, atom 3 (O): -0.220, atom 4 (O): -0.767


Number 1: LUMO energy 0.42 eV. Number 2: LUMO energy -5.30 eV.